(1)
C10H17N4 | ωB97M-V with the def2-TZVPD basis set

Properties
* LUMO: -2.69 eV
* total energy: -609.90612 Ha
* SMILES: C=C(C)c1[nH]nc(N)c1C[NH2+]C1CC1
* HOMO: -12.0 eV
* spin multiplicity: 1
* orbital gap: 9.257 eV
* net charge: +1
* relative energy (zero: lowest compared OMol25 entry of this formula, charge and spin): 177.9 kJ/mol

Each line ends with the natural charge from an NBO analysis.
Atoms and positions in Å:
C -0.78545 -0.15828 -0.75150  -0.235
C -1.84200 -0.77054 -0.05251  0.145
C -1.33582 0.92698 -1.36010  0.265
C 0.64035 -0.42361 -0.62184  -0.228
C 3.25465 2.10831 -0.28598  -0.401
C 3.11681 1.92619 1.14518  -0.423
C 2.56019 0.84818 0.23270  -0.112
C -1.86842 -1.97520 0.84177  -0.051
C -2.67817 -1.97318 1.85605  -0.375
C -1.00680 -3.22595 0.50304  -0.638
N -2.65361 0.98179 -1.02497  -0.282
N -2.91983 -0.04087 -0.26567  -0.280
N -0.72940 1.97713 -1.93966  -0.857
N 1.08572 0.69820 0.18558  -0.539
H 0.73278 -1.29992 -0.02160  0.228
H 1.07810 -0.48803 -1.61747  0.242
H 2.70809 2.76023 -0.91069  0.231
H 4.17179 2.00327 -0.78038  0.238
H 4.05305 1.64393 1.74433  0.256
H 2.46668 2.70420 1.59362  0.246
H 3.20872 -0.03430 0.10318  0.254
H 0.57581 0.48875 1.12274  0.451
H -3.26038 -1.08976 2.26472  0.209
H -2.95245 -3.02144 2.22464  0.221
H -0.02783 -2.88999 0.81646  0.210
H -1.11133 -3.32106 -0.58405  0.224
H -1.51481 -4.20753 0.87521  0.255
H -3.81979 -0.11824 0.24441  0.437
H -0.24097 1.79240 -2.90409  0.396
H -1.44627 2.66863 -2.32903  0.424
H 0.54060 1.50969 -0.30410  0.488

(2)
C10H17N4 | ωB97M-V with the def2-TZVPD basis set

Properties
* LUMO: -4.12 eV
* total energy: -609.90466 Ha
* SMILES: CN/C=C1/N=CCN2CCC(=[NH2+])[C@]12C
* HOMO: -11.1 eV
* spin multiplicity: 1
* orbital gap: 6.973 eV
* net charge: +1
* relative energy (zero: lowest compared OMol25 entry of this formula, charge and spin): 181.7 kJ/mol

Each line ends with the natural charge from an NBO analysis.
Atoms and positions in Å:
C -0.82089 0.87501 -1.38563  0.106
C -0.80092 -2.60295 -1.32881  0.082
C -0.63454 -0.35113 -0.73071  -0.003
C 0.19797 -2.92780 -0.20110  -0.298
C -0.74797 -0.56829 2.52840  -0.515
C -0.73829 -1.93594 1.79224  -0.209
C 0.54311 -0.56403 0.35065  0.004
C 0.06290 0.22551 1.55421  0.572
C 1.93680 -0.36519 -0.19139  -0.612
C -0.59820 3.16252 -2.26739  -0.437
N -1.14496 -1.37657 -1.39574  -0.408
N -0.14259 2.03264 -1.40748  -0.570
N 0.33514 -1.94091 0.79881  -0.438
N 0.34590 1.52713 1.67878  -0.684
H -1.71968 0.84967 -2.02555  0.229
H -1.17591 -3.40598 -1.91203  0.206
H -0.29470 -3.66417 0.34406  0.223
H 1.22853 -3.33010 -0.42839  0.226
H -1.66406 -0.16881 2.88204  0.274
H -0.01834 -0.69246 3.26562  0.261
H -0.68432 -2.73118 2.59714  0.230
H -1.78969 -2.09427 1.32063  0.195
H 1.86450 -0.65637 -1.23557  0.244
H 2.70225 -1.03805 0.28407  0.250
H 2.14427 0.59838 -0.14817  0.192
H -1.50865 3.63410 -1.82020  0.219
H 0.34551 3.75807 -2.30464  0.226
H -0.60810 2.90201 -3.37661  0.242
H 0.06754 1.85421 2.56822  0.424
H 0.27540 2.25738 -0.56876  0.353
H 0.94405 2.04020 1.09958  0.413

Q: The highest orbital gap belongs to which entry?
A: number 1